This record from OMol25 describes a cluster of 7 separate species, C51H33F2N3O17S in total at a distorted geometry. The level of theory is ωB97M-V/def2-TZVPD.

```
! RIJCOSX wB97M-V def2-TZVPD def2/J DEFGRID3
* xyz 0 1
N -2.875 0.353 2.130
C -2.266 -0.017 0.896
C -0.889 -0.159 0.778
C -0.289 -0.492 -0.456
C -1.032 -0.735 -1.585
C -2.422 -0.566 -1.491
C -3.236 -0.781 -2.756
C -3.631 0.488 -3.476
O -3.675 0.591 -4.652
F -3.967 1.516 -2.695
C -3.032 -0.194 -0.286
C -4.505 0.075 -0.199
C -5.480 -0.881 -0.532
C -6.800 -0.441 -0.392
C -7.061 0.846 0.042
N -6.161 1.770 0.394
C -4.910 1.329 0.254
C 1.203 -0.493 -0.229
O 2.071 -1.120 -0.724
N 1.366 0.451 0.913
S 1.436 2.047 0.542
O 2.470 2.342 -0.386
O 1.471 2.751 1.779
F 0.077 2.446 -0.158
C 0.222 0.051 1.781
O 0.305 -0.096 2.948
H -2.921 -0.430 2.770
H -2.313 1.084 2.552
H -0.541 -0.989 -2.515
H -4.106 -1.403 -2.555
H -2.624 -1.344 -3.458
H -5.269 -1.881 -0.878
H -7.623 -1.099 -0.631
H -8.103 1.153 0.104
H -4.130 2.037 0.522
O 0.161 8.457 -0.437
C -0.593 7.613 -0.003
C -0.153 6.207 0.180
C -0.985 5.283 0.655
C -2.380 5.617 1.022
O -3.133 4.769 1.456
C -2.822 7.021 0.840
C -1.993 7.946 0.365
H 0.871 5.983 -0.092
H -0.688 4.258 0.792
H -3.846 7.243 1.113
H -2.292 8.977 0.224
O -1.949 -5.179 4.287
C -2.526 -4.834 3.279
C -3.990 -4.577 3.277
C -4.620 -4.189 2.169
C -3.882 -3.999 0.897
O -4.441 -3.625 -0.115
C -2.431 -4.264 0.896
C -1.798 -4.648 1.999
H -4.505 -4.717 4.218
H -5.684 -3.989 2.144
H -1.916 -4.115 -0.045
H -0.731 -4.824 2.003
O 7.482 -0.542 0.188
C 6.836 -0.216 -0.790
C 5.374 0.005 -0.702
C 4.667 0.359 -1.771
C 5.312 0.548 -3.094
O 4.664 0.870 -4.067
C 6.776 0.327 -3.179
C 7.486 -0.027 -2.110
H 4.921 -0.137 0.271
H 3.603 0.527 -1.730
H 7.229 0.469 -4.153
H 8.558 -0.192 -2.150
O 13.576 -1.548 2.053
C 12.929 -1.223 1.081
C 11.465 -1.000 1.164
C 10.756 -0.645 0.095
C 11.406 -0.456 -1.225
O 10.763 -0.130 -2.203
C 12.870 -0.678 -1.312
C 13.576 -1.033 -0.242
H 11.012 -1.143 2.137
H 9.684 -0.480 0.135
H 13.322 -0.535 -2.286
H 14.645 -1.199 -0.282
O -8.587 -0.772 -3.119
C -8.478 0.328 -3.620
C -9.665 1.160 -3.928
C -9.537 2.366 -4.476
C -8.201 2.929 -4.799
O -8.087 4.028 -5.296
C -7.013 2.094 -4.490
C -7.144 0.890 -3.943
H -10.629 0.732 -3.683
H -10.390 2.991 -4.709
H -6.047 2.520 -4.732
H -6.293 0.264 -3.708
O 1.402 -5.163 2.466
C 1.788 -4.567 3.451
C 2.536 -5.241 4.536
C 2.949 -4.565 5.605
C 2.675 -3.112 5.753
O 3.052 -2.498 6.726
C 1.917 -2.441 4.665
C 1.508 -3.119 3.598
H 2.725 -6.299 4.407
H 3.498 -5.033 6.411
H 1.724 -1.383 4.791
H 0.954 -2.654 2.794
*
```

LUMO energy, eV: -2.07
HOMO level, eV: -9.635

This record from OMol25 describes a structure of composition C51H36Cl4N8SV at a distorted geometry. The level of theory is ωB97M-V/def2-TZVPD.

```
! RIJCOSX wB97M-V def2-TZVPD def2/J DEFGRID3
* xyz 0 4
V 0.041 0.123 -0.074
Cl -4.498 4.064 6.902
C -3.464 3.563 5.605
C -3.295 2.218 5.340
C -2.450 1.834 4.309
C -1.760 2.760 3.510
C -1.988 4.111 3.798
C -2.814 4.510 4.834
C -0.889 2.236 2.418
C -0.907 2.795 0.985
C -0.362 4.192 0.951
C 0.625 4.259 0.069
C 0.802 2.922 -0.490
C 1.708 2.644 -1.555
C 2.370 3.795 -2.242
C 3.753 3.964 -2.208
C 4.357 5.042 -2.844
C 3.566 5.955 -3.520
Cl 4.313 7.317 -4.306
C 2.190 5.803 -3.578
C 1.597 4.724 -2.937
C 1.880 1.384 -2.061
N 1.312 0.231 -1.546
C 1.530 -0.773 -2.495
C 1.108 -2.085 -2.365
C 1.250 -3.047 -3.494
C 2.489 -3.362 -4.048
C 2.594 -4.272 -5.092
C 1.447 -4.878 -5.579
Cl 1.567 -6.007 -6.896
C 0.208 -4.602 -5.026
C 0.116 -3.691 -3.982
C 0.709 -2.607 -1.111
C 0.787 -3.994 -0.741
C 0.874 -4.024 0.615
C 0.797 -2.658 1.071
N 0.599 -1.823 0.006
C 1.037 -2.199 2.367
C 0.854 -0.864 2.727
C 0.931 -0.366 4.079
C 0.298 0.827 4.104
C -0.125 1.135 2.754
N 0.299 0.099 1.906
C 1.493 -3.177 3.402
C 0.584 -3.789 4.260
C 1.008 -4.692 5.226
C 2.359 -4.979 5.335
Cl 2.901 -6.103 6.545
C 3.284 -4.384 4.493
C 2.845 -3.486 3.529
C 2.253 -0.211 -3.618
C 2.515 1.079 -3.336
N -0.019 2.055 0.084
H -3.825 1.475 5.924
H -2.342 0.776 4.108
H -1.500 4.883 3.233
H -2.952 5.564 5.044
H -0.737 5.010 1.545
H 1.211 5.126 -0.201
H 4.362 3.242 -1.673
H 5.431 5.179 -2.810
H 1.590 6.524 -4.122
H 0.517 4.590 -2.975
H 3.387 -2.905 -3.644
H 3.558 -4.518 -5.519
H -0.678 -5.096 -5.408
H -0.855 -3.471 -3.544
H 0.841 -4.824 -1.432
H 1.005 -4.883 1.260
H 1.394 -0.893 4.903
H 0.156 1.482 4.952
H -0.473 -3.554 4.170
H 0.299 -5.169 5.891
H 4.336 -4.623 4.593
H 3.562 -3.015 2.866
H 2.533 -0.753 -4.509
H 3.042 1.797 -3.948
N -2.237 0.391 0.952
N -3.076 1.541 0.882
C -2.422 2.740 0.339
N -3.213 3.851 0.861
S -2.388 2.750 -1.488
H -2.779 -0.398 0.638
H -1.961 0.215 1.910
H -3.494 1.738 1.781
H -2.989 4.661 0.300
H -4.182 3.639 0.651
N -1.383 -0.118 -1.691
C -2.254 -1.246 -1.980
C -2.530 -2.230 -1.036
C -3.370 -3.292 -1.351
C -3.942 -3.388 -2.613
C -3.669 -2.407 -3.558
C -2.832 -1.345 -3.242
H -0.904 0.115 -2.551
H -1.952 0.769 -1.539
H -2.060 -2.188 -0.062
H -3.570 -4.052 -0.604
H -4.592 -4.220 -2.857
H -4.111 -2.465 -4.548
H -2.629 -0.573 -3.979
*
```

<S²>: 3.940
LUMO energy (alpha / beta), eV: -1.11 / -2.03
HOMO level (alpha / beta), eV: -6.499 / -6.866

This record from OMol25 describes a structure of composition C51H37BrF4NO2PW at a distorted geometry. The level of theory is ωB97M-V/def2-TZVPD.

```
! RIJCOSX wB97M-V def2-TZVPD def2/J DEFGRID3
* xyz 2 1
W 0.165 0.256 0.208
O 0.417 0.329 2.012
C 1.399 0.906 2.951
C 2.615 0.046 2.648
C 3.213 0.224 1.269
C 4.584 0.033 1.173
C 5.229 0.226 -0.029
C 4.482 0.661 -1.106
C 3.117 0.836 -0.978
C 2.365 1.365 -2.169
C 1.364 0.348 -2.714
O 0.455 0.228 -1.581
C 0.509 0.842 -3.859
C 0.614 2.128 -4.369
C -0.232 2.545 -5.391
C -1.190 1.682 -5.894
C -1.302 0.394 -5.379
C -0.454 -0.025 -4.370
C 2.022 -0.992 -2.978
C 2.610 -1.185 -4.227
C 3.306 -2.350 -4.506
C 3.419 -3.343 -3.542
C 2.837 -3.159 -2.297
C 2.147 -1.987 -2.019
N 2.461 0.568 0.187
C 1.564 2.370 2.594
C 2.818 2.970 2.626
C 2.960 4.316 2.314
C 1.851 5.072 1.965
C 0.594 4.483 1.956
C 0.452 3.142 2.278
C 0.888 0.684 4.360
C 0.922 1.697 5.311
C 0.509 1.444 6.614
C 0.058 0.184 6.971
C 0.018 -0.831 6.023
C 0.433 -0.582 4.726
H 2.319 -0.999 2.784
H 3.392 0.231 3.390
H 5.131 -0.251 2.060
H 6.295 0.070 -0.118
H 4.946 0.871 -2.059
H 3.081 1.634 -2.945
H 1.830 2.274 -1.876
H 1.359 2.820 -3.998
H -0.134 3.543 -5.796
H -1.843 2.005 -6.693
H -2.044 -0.285 -5.777
H -0.532 -1.034 -3.982
H 2.514 -0.425 -4.992
H 3.754 -2.486 -5.481
H 3.956 -4.255 -3.762
H 2.921 -3.927 -1.540
H 1.702 -1.880 -1.032
H 3.695 2.404 2.908
H 3.940 4.773 2.349
H 1.964 6.120 1.723
H -0.281 5.074 1.719
H -0.542 2.711 2.324
H 1.270 2.687 5.052
H 0.541 2.237 7.347
H -0.261 -0.010 7.986
H -0.328 -1.818 6.299
H 0.391 -1.381 3.995
F -6.630 2.968 0.010
C -5.633 2.115 -0.002
C -5.860 0.767 0.218
F -7.083 0.331 0.437
C -4.790 -0.121 0.200
F -5.064 -1.406 0.381
C -3.487 0.303 -0.020
P -2.104 -0.859 0.049
C -2.421 -1.908 1.479
C -2.435 -1.318 2.742
C -2.745 -2.082 3.855
C -3.018 -3.436 3.713
C -2.992 -4.027 2.457
C -2.704 -3.265 1.335
C -2.159 -1.842 -1.457
C -3.110 -1.604 -2.445
C -3.112 -2.375 -3.600
C -2.161 -3.368 -3.774
C -1.201 -3.599 -2.794
C -1.200 -2.840 -1.638
C -3.292 1.663 -0.253
Br -1.588 2.382 -0.666
C -4.337 2.562 -0.247
F -4.137 3.852 -0.474
H -2.224 -0.261 2.870
H -2.773 -1.616 4.830
H -3.259 -4.031 4.582
H -3.216 -5.079 2.348
H -2.726 -3.726 0.357
H -3.854 -0.828 -2.323
H -3.862 -2.200 -4.359
H -2.166 -3.969 -4.674
H -0.457 -4.373 -2.929
H -0.460 -3.039 -0.871
*
```

LUMO energy (alpha / beta), eV: -7.03 / -6.96
HOMO level (alpha / beta), eV: -13.811 / -13.809

Number 1: molar mass 1029.89 Da. Number 2: molar mass 985.73 Da. Number 3: molar mass 1066.57 Da.